(1)
119
Properties=species:S:1:pos:R:3 method="wB97M-V/def2-TZVPD" lumo_energy_ha="-0.1503 / -0.1504" orbital_gap_ev="6.13 / 6.13" charge=+1
W 1.57 -1.55 1.76
C -2.16 1.37 4.57
C -2.12 1.18 3.10
C -2.91 1.88 2.24
C -2.83 1.65 0.85
N -2.02 0.74 0.36
N -1.23 0.05 1.17
B -0.39 -1.15 0.63
N 0.09 -1.03 -0.79
N -0.05 0.10 -1.46
C 0.42 0.22 -2.68
C 1.05 -0.86 -3.34
C 1.25 -2.03 -2.66
C 2.02 -3.19 -3.19
C 0.77 -2.08 -1.33
S 1.20 -3.36 -0.30
C 0.13 1.53 -3.37
C -1.22 1.29 -4.07
C 1.17 1.90 -4.43
C 0.06 2.64 -2.32
N -1.31 -2.40 0.79
N -2.32 -2.34 -0.06
C -3.21 -3.30 -0.11
C -3.12 -4.41 0.75
C -2.09 -4.49 1.65
C -1.90 -5.63 2.58
C -1.14 -3.42 1.65
S 0.21 -3.50 2.68
C -4.30 -3.11 -1.15
C -3.60 -2.96 -2.51
C -5.26 -4.30 -1.21
C -5.08 -1.83 -0.80
C -1.22 0.24 2.51
S -0.13 -0.59 3.51
C -3.72 2.47 -0.06
C -3.33 3.95 0.08
C -5.18 2.28 0.37
C -3.56 2.04 -1.52
H -2.84 2.18 4.83
H -2.49 0.45 5.06
H -1.17 1.60 4.96
H -3.60 2.62 2.63
H 1.42 -0.74 -4.35
H 2.47 -2.96 -4.15
H 2.80 -3.46 -2.48
H 1.37 -4.06 -3.30
H -1.09 0.57 -4.88
H -1.94 0.88 -3.37
H -1.61 2.22 -4.49
H 1.10 1.26 -5.30
H 0.98 2.92 -4.76
H 2.18 1.85 -4.03
H -0.50 2.32 -1.46
H 1.07 2.89 -1.99
H -0.38 3.54 -2.75
H -3.85 -5.21 0.70
H -2.70 -6.35 2.48
H -0.94 -6.12 2.38
H -1.85 -5.27 3.61
H -3.04 -3.87 -2.73
H -4.33 -2.81 -3.29
H -2.91 -2.12 -2.49
H -4.73 -5.21 -1.46
H -5.78 -4.43 -0.26
H -6.00 -4.12 -1.98
H -4.39 -0.99 -0.72
H -5.81 -1.63 -1.58
H -5.60 -1.95 0.15
H -3.54 4.33 1.08
H -2.27 4.10 -0.12
H -3.90 4.54 -0.63
H -5.37 2.63 1.38
H -5.82 2.86 -0.30
H -5.47 1.24 0.30
H -2.58 2.32 -1.88
H -3.68 0.97 -1.61
H -4.32 2.54 -2.12
C 4.91 2.68 -1.92
C 5.66 2.00 -0.77
N 5.19 0.64 -0.55
C 5.98 -0.46 -1.04
C 5.68 -0.81 -2.49
C 4.00 0.46 0.02
S 3.31 -1.13 -0.09
N 3.39 1.52 0.50
C 2.25 1.54 1.16
O 1.54 0.54 1.49
C 1.79 2.89 1.54
C 0.75 3.04 2.45
C 0.32 4.30 2.82
C 0.92 5.42 2.28
C 1.97 5.28 1.38
C 2.40 4.03 1.01
H 5.30 3.69 -2.05
H 3.85 2.75 -1.68
H 5.03 2.14 -2.85
H 5.51 2.57 0.15
H 6.73 1.95 -0.99
H 5.77 -1.33 -0.41
H 7.04 -0.20 -0.92
H 4.61 -0.96 -2.62
H 6.19 -1.73 -2.76
H 6.02 -0.02 -3.16
H 0.31 2.17 2.89
H -0.49 4.41 3.53
H 0.59 6.41 2.57
H 2.45 6.16 0.98
H 3.22 3.91 0.32
C 2.95 -1.48 5.74
O 2.32 -1.54 4.45
C 2.70 -0.78 3.45
O 3.52 0.10 3.45
H 3.40 -2.46 5.93
H 2.17 -1.28 6.47
H 3.71 -0.70 5.76
F 3.34 -4.03 1.22
C 3.06 -3.07 2.14
F 4.25 -2.40 2.28
F 2.91 -3.74 3.31

(2)
113
Properties=species:S:1:pos:R:3 method="wB97M-V/def2-TZVPD" multiplicity=3 lumo_energy_ha="0.0072 / -0.0328" orbital_gap_ev="7.41 / 6.50" charge=0
Pd -0.46 1.00 0.51
C 4.60 2.50 2.30
C 3.76 1.76 1.31
C 4.17 0.87 0.35
C 2.99 0.47 -0.31
N 1.94 1.07 0.24
N 2.42 1.87 1.23
B 1.52 2.82 2.06
N 0.68 2.02 3.08
N -0.16 1.02 2.71
C -0.68 0.51 3.84
C -0.12 1.17 4.94
C 0.73 2.13 4.42
C 1.57 3.12 5.15
C -1.65 -0.66 3.96
C -2.71 -0.67 2.87
C -0.85 -1.97 3.96
C -2.39 -0.56 5.30
N 0.63 3.68 1.14
N 0.08 3.14 0.02
C -0.47 4.12 -0.68
C -0.31 5.33 0.02
C 0.40 5.01 1.16
C 0.87 5.90 2.26
C -0.99 3.95 -2.09
C -0.10 4.80 -3.01
C -2.43 4.44 -2.20
C -0.88 2.49 -2.55
C 2.95 -0.40 -1.56
C 3.73 0.34 -2.66
C 3.67 -1.73 -1.28
C 1.53 -0.67 -2.08
H 5.64 2.23 2.16
H 4.50 3.58 2.19
H 4.32 2.25 3.33
H 5.18 0.57 0.13
H 2.23 3.56 2.68
H -0.32 1.00 5.98
H 1.39 3.01 6.22
H 2.63 2.97 4.97
H 1.33 4.14 4.87
H -2.28 -0.70 1.87
H -3.35 -1.54 2.99
H -3.32 0.23 2.93
H -0.37 -2.15 3.01
H -0.09 -1.96 4.74
H -1.53 -2.81 4.15
H -2.89 0.40 5.40
H -3.14 -1.35 5.36
H -1.72 -0.69 6.16
H -0.62 6.32 -0.29
H 0.54 6.92 2.07
H 0.46 5.59 3.22
H 1.96 5.90 2.34
H -0.13 5.85 -2.73
H 0.94 4.47 -2.96
H -0.44 4.71 -4.05
H -2.51 5.50 -1.95
H -2.80 4.31 -3.22
H -3.08 3.87 -1.52
H 0.14 2.12 -2.46
H -1.54 1.85 -1.96
H -1.18 2.42 -3.60
H 4.76 0.56 -2.34
H 3.77 -0.26 -3.57
H 3.24 1.29 -2.89
H 4.71 -1.57 -1.01
H 3.19 -2.27 -0.46
H 3.64 -2.37 -2.17
H 0.81 0.03 -1.68
H 1.50 -0.57 -3.17
H 1.19 -1.68 -1.84
Se -2.85 1.85 0.66
C -4.01 0.47 0.03
C -5.05 -0.03 0.80
C -5.87 -1.02 0.28
N -5.74 -1.55 -0.93
C -4.76 -1.05 -1.68
C -3.89 -0.06 -1.26
H -5.22 0.35 1.80
H -6.69 -1.41 0.89
H -4.66 -1.46 -2.68
H -3.13 0.32 -1.94
C 2.81 -3.87 -5.22
C 1.68 -4.35 -4.36
C 1.74 -5.59 -3.72
C 0.70 -6.04 -2.92
C -0.45 -5.27 -2.77
N -1.51 -5.83 -2.00
C -2.62 -5.21 -1.48
O -3.68 -5.80 -1.35
N -2.48 -3.88 -1.09
C -1.39 -3.29 -0.45
C -0.25 -3.95 -0.01
C 0.73 -3.21 0.64
C 0.57 -1.85 0.82
N -0.53 -1.22 0.40
C -1.48 -1.92 -0.21
C -0.53 -4.04 -3.41
C 0.53 -3.59 -4.18
H 3.38 -4.70 -5.63
H 3.51 -3.25 -4.65
H 2.45 -3.27 -6.05
H 2.62 -6.21 -3.84
H 0.77 -7.00 -2.43
H -1.66 -6.81 -2.12
H -3.39 -3.48 -0.88
H -0.13 -5.01 -0.15
H 1.63 -3.70 1.00
H 1.32 -1.25 1.31
H -2.36 -1.37 -0.52
H -1.42 -3.43 -3.32
H 0.45 -2.63 -4.68

Computed ΔE to the lowest compared entry with this formula, charge and spin, in the same sequence as the records: 11.3, 4.3 kcal/mol.
Computed strongest force on any atom, in the same sequence as the records: 0.082, 0.007 hartree/bohr.